(1)
Entry from OMol25: 2 unconnected molecules or ions with the total composition C18H16N2O2 (ωB97M-V/def2-TZVPD).

Bonds (Å) are listed after each position.
Atoms and positions in Å:
1 C 2.02 0.69 -1.65  C2 1.360, H16 1.089, H17 1.091
2 C 0.71 1.05 -1.61  C1 1.360, N3 1.367, H18 1.094
3 N -0.02 1.20 -0.46  C2 1.367, C4 1.408, C15 1.413
4 C -1.23 1.92 -0.38  N3 1.408, C5 1.384, C9 1.417
5 C -1.91 2.56 -1.40  C4 1.384, C6 1.405, H19 1.087
6 C -3.00 3.37 -1.04  C5 1.405, C7 1.406, H20 1.089
7 C -3.36 3.53 0.30  C6 1.406, C8 1.401, H21 1.089
8 C -2.66 2.89 1.33  C7 1.401, C9 1.394, H22 1.089
9 C -1.58 2.08 0.98  C4 1.417, C8 1.394, C10 1.442
10 C -0.57 1.40 1.76  C9 1.442, C11 1.392, C15 1.426
11 C -0.36 1.30 3.13  C10 1.392, C12 1.401, H23 1.089
12 C 0.76 0.59 3.59  C11 1.401, C13 1.403, H24 1.091
13 C 1.63 -0.04 2.68  C12 1.403, C14 1.409, H25 1.090
14 C 1.46 0.11 1.29  C13 1.409, C15 1.384, H26 1.085
15 C 0.38 0.85 0.85  N3 1.413, C10 1.426, C14 1.384
16 H 2.41 0.37 -2.61  C1 1.089
17 H 2.72 0.91 -0.84  C1 1.091
18 H 0.16 1.35 -2.50  C2 1.094
19 H -1.60 2.42 -2.43  C5 1.087
20 H -3.57 3.88 -1.82  C6 1.089
21 H -4.21 4.17 0.55  C7 1.089
22 H -2.90 3.01 2.38  C8 1.089
23 H -1.07 1.78 3.81  C11 1.089
24 H 0.95 0.52 4.66  C12 1.091
25 H 2.46 -0.63 3.06  C13 1.090
26 H 2.14 -0.36 0.59  C14 1.085
27 O -0.98 -1.64 -1.11  C28 1.220
28 C -0.07 -2.45 -1.18  O27 1.220, C29 1.529, N33 1.390
29 C -0.13 -3.98 -1.29  C28 1.529, C30 1.520, H34 1.094, H35 1.094
30 C 1.30 -4.46 -1.25  C29 1.520, C31 1.524, H36 1.096, H37 1.097
31 C 2.15 -3.22 -1.03  C30 1.524, O32 1.215, N33 1.398
32 O 3.34 -3.13 -0.77  C31 1.215
33 N 1.28 -2.13 -1.15  C28 1.390, C31 1.398, H38 1.023
34 H -0.63 -4.26 -2.23  C29 1.094
35 H -0.72 -4.38 -0.46  C29 1.094
36 H 1.49 -5.20 -0.46  C30 1.096
37 H 1.59 -4.92 -2.21  C30 1.097
38 H 1.61 -1.17 -1.09  N33 1.023

The structure (SMILES) is C=Cn1c2ccccc2c2ccccc21.O=C1CCC(=O)N1. The lowest unoccupied orbital energy comes out at 0.58 eV. The frontier orbital gap is 8.41 eV. The total charge is 0. The HOMO energy comes out at -7.83 eV.

---

(2)
Entry from OMol25: C18H16N2O2 in the gas phase (ωB97M-V/def2-TZVPD).

Bonds (Å) are listed after each position.
Atoms and positions in Å:
1 C -3.77 -1.21 0.74  C2 1.497, H23 1.087, H24 1.090, H25 1.090
2 C -2.73 -0.15 0.56  C1 1.497, C3 1.388, C21 1.398
3 C -2.95 0.90 -0.33  C2 1.388, C4 1.381, H26 1.080
4 C -1.99 1.88 -0.53  C3 1.381, C5 1.390, H27 1.080
5 C -0.79 1.82 0.15  C4 1.390, N6 1.404, C20 1.389
6 N 0.19 2.80 -0.10  C5 1.404, C7 1.361, H28 1.014
7 C 1.54 2.66 -0.23  N6 1.361, O8 1.212, C9 1.501
8 O 2.24 3.61 -0.49  C7 1.212
9 C 2.08 1.27 -0.03  C7 1.501, C10 1.352, C19 1.440
10 C 2.95 1.05 0.97  C9 1.352, C11 1.453, H29 1.079
11 C 3.47 -0.28 1.27  C10 1.453, O12 1.215, N13 1.383
12 O 4.23 -0.56 2.18  C11 1.215
13 N 2.98 -1.27 0.44  C11 1.383, C14 1.366, H30 1.014
14 C 2.14 -1.09 -0.62  N13 1.366, C15 1.397, C19 1.409
15 C 1.75 -2.17 -1.42  C14 1.397, C16 1.376, H31 1.080
16 C 0.92 -1.96 -2.50  C15 1.376, C17 1.393, H32 1.079
17 C 0.48 -0.68 -2.81  C16 1.393, C18 1.375, H33 1.079
18 C 0.86 0.39 -2.04  C17 1.375, C19 1.400, H34 1.079
19 C 1.67 0.21 -0.91  C9 1.440, C14 1.409, C18 1.400
20 C -0.58 0.80 1.08  C5 1.389, C21 1.386, H35 1.079
21 C -1.53 -0.19 1.27  C2 1.398, C20 1.386, C22 1.497
22 C -1.26 -1.29 2.25  C21 1.497, H36 1.089, H37 1.087, H38 1.090
23 H -4.63 -1.02 0.11  C1 1.087
24 H -4.10 -1.24 1.78  C1 1.090
25 H -3.37 -2.19 0.50  C1 1.090
26 H -3.88 0.95 -0.87  C3 1.080
27 H -2.18 2.68 -1.23  C4 1.080
28 H -0.16 3.72 -0.34  N6 1.014
29 H 3.28 1.85 1.62  C10 1.079
30 H 3.31 -2.21 0.64  N13 1.014
31 H 2.11 -3.16 -1.18  C15 1.080
32 H 0.62 -2.80 -3.11  C16 1.079
33 H -0.15 -0.53 -3.68  C17 1.079
34 H 0.53 1.39 -2.30  C18 1.079
35 H 0.32 0.78 1.66  C20 1.079
36 H -2.02 -1.31 3.03  C22 1.089
37 H -0.29 -1.16 2.72  C22 1.087
38 H -1.28 -2.26 1.74  C22 1.090

The structure (SMILES) is Cc1ccc(NC(=O)c2cc(=O)[nH]c3ccccc23)cc1C. The lowest unoccupied orbital energy comes out at -0.10 eV. The frontier orbital gap is 8.50 eV. The total charge is 0. The HOMO energy comes out at -8.60 eV.

---

Most stable: (2). Least stable: (1).

---

(1)
Entry from OMol25: C3H2N2O3 in the gas phase (ωB97M-V/def2-TZVPD).

Bonds (Å) are listed after each position.
Atoms and positions in Å:
1 O 2.70 -0.74 -0.23  C2 1.342
2 C 1.58 -0.14 0.22  O1 1.342, C3 1.383, O8 1.413
3 C 0.34 -0.74 0.21  C2 1.383, C4 1.439, H9 1.142
4 C -0.90 0.00 0.24  C3 1.439, O5 1.435, N6 1.282
5 O -2.09 -0.66 -0.21  C4 1.435, H10 0.934
6 N -0.86 1.26 0.03  C4 1.282, N7 1.297
7 N 0.31 1.79 -0.11  N6 1.297, O8 1.331
8 O 1.53 1.25 -0.02  C2 1.413, N7 1.331
9 H 0.26 -1.88 0.09  C3 1.142
10 H -2.87 -0.14 -0.22  O5 0.934

The structure (SMILES) is O=c1cc(O)nno1. The lowest unoccupied orbital energy comes out at -1.77 eV. The frontier orbital gap is 8.18 eV. The total charge is 0. The HOMO energy comes out at -9.95 eV.

---

(2)
Entry from OMol25: C3H2N2O3 in the gas phase (ωB97M-V/def2-TZVPD).

Bonds (Å) are listed after each position.
Atoms and positions in Å:
1 O -0.16 -1.86 -0.90  N2 1.217
2 N 0.63 -0.99 -0.57  O1 1.217, O3 1.228, C4 1.319
3 O 1.80 -1.10 -0.93  N2 1.228
4 C -0.09 -0.02 -0.03  N2 1.319, C5 1.382, N8 1.377
5 C -1.42 0.00 0.34  C4 1.382, C6 1.392, H9 1.226
6 C -1.41 1.24 0.96  C5 1.392, O7 1.442, H10 1.146
7 O -0.10 1.85 0.90  C6 1.442, N8 1.263
8 N 0.66 1.10 0.23  C4 1.377, O7 1.263
9 H -2.03 -1.06 0.37  C5 1.226
10 H -1.87 1.83 1.83  C6 1.146

The structure (SMILES) is O=[N+]([O-])c1ccon1. The lowest unoccupied orbital energy comes out at -0.94 eV. The frontier orbital gap is 9.79 eV. The total charge is 0. The HOMO energy comes out at -10.73 eV.

---

Most stable: (1). Least stable: (2).